No. 1
The following is a DFT calculation (ωB97M-V/def2-TZVPD) of a molecular structure, C27H46BrN3OP2V.

Calculated values
- Lowest unoccupied orbital energy (spin up / spin down): -14.4106 / -14.4409 eV
- F_max: 2.6 eV/A
- Charge: +4
- Multiplicity: 2
- Energy: -5494.94749 hartree

Element x y z (Å)
1 N 4.5566 6.5232 0.6364
2 C 5.0725 5.3336 0.9781
3 C 4.3473 4.1404 0.8219
4 C 3.0673 4.1826 0.2087
5 C 2.5260 5.4562 -0.0666
6 C 3.3362 6.5910 0.1189
7 C 2.3881 2.9802 -0.2909
8 V 0.8684 1.6777 0.0588
9 P -2.7750 -0.1738 -2.2785
10 C 1.3983 2.9877 -1.3712
11 C 1.4926 1.9968 -2.4758
12 C 0.7839 2.1303 -3.7012
13 C 1.0644 1.2624 -4.7580
14 C 1.9771 0.1815 -4.5877
15 C 2.6528 0.0399 -3.3634
16 C 2.5123 1.0315 -2.4026
17 Br 2.2175 -1.1021 -5.8721
18 H 2.8932 2.0286 0.0346
19 H 0.8742 3.9199 -1.6077
20 H 4.8303 3.2124 1.1300
21 H 1.5256 5.5846 -0.4458
22 H 6.0888 5.3225 1.3927
23 H 2.9611 7.5840 -0.1737
24 H 0.0106 2.8976 -3.7798
25 H 3.2890 1.1446 -1.6474
26 H 0.5459 1.3528 -5.7071
27 H 3.3209 -0.7948 -3.1449
28 P -1.1313 2.2010 1.1311
29 C -1.2999 -0.3939 -3.2814
30 C -1.6967 -0.8564 -4.7026
31 H -0.5967 -1.1042 -2.8087
32 H -0.8018 0.5879 -3.2948
33 H -0.7990 -1.1055 -5.2855
34 H -2.3435 -1.7467 -4.6446
35 H -2.2287 -0.0549 -5.2384
36 C -3.3379 1.5492 -2.4386
37 C -4.5153 1.7289 -3.3990
38 H -2.4732 2.1765 -2.7251
39 H -3.7060 1.8422 -1.4433
40 H -4.7064 2.7942 -3.5478
41 H -4.3201 1.2585 -4.3632
42 H -5.4138 1.2746 -2.9738
43 C -2.6121 -0.8862 -0.6442
44 C -3.2655 -2.2687 -0.6203
45 H -3.1687 -0.2087 0.0208
46 H -1.5476 -0.8986 -0.3590
47 H -3.4100 -2.5964 0.4070
48 H -4.2433 -2.2290 -1.1029
49 H -2.6745 -3.0151 -1.1506
50 C -1.7931 0.8268 2.1408
51 C -2.5997 1.2784 3.3438
52 H -0.9506 0.1860 2.4496
53 H -2.4091 0.1731 1.5169
54 H -1.9774 1.7764 4.0938
55 H -3.3975 1.9704 3.0573
56 H -3.0904 0.4129 3.8069
57 C -2.3968 3.1570 0.2574
58 C -2.1536 4.6435 0.0491
59 H -3.3925 2.9657 0.6936
60 H -2.3504 2.7046 -0.7451
61 H -2.0722 5.1873 0.9913
62 H -1.2527 4.8218 -0.5489
63 H -2.9884 5.1017 -0.4886
64 C -0.2806 3.3345 2.2815
65 C 1.1099 2.8473 2.6609
66 H -0.9085 3.4271 3.1699
67 H -0.2421 4.3234 1.7940
68 H 1.7146 3.7158 2.9541
69 H 1.1088 2.1520 3.5100
70 H 1.6598 2.3493 1.8377
71 C 2.7709 -2.7191 0.3099
72 N 1.8931 -2.5333 1.4361
73 C 1.5541 -1.3100 1.9039
74 N 0.7658 -1.3113 3.0487
75 O 1.8741 -0.2594 1.3068
76 H 2.4115 -2.1667 -0.5744
77 H 2.7940 -3.7861 0.0956
78 H 3.7937 -2.3736 0.5341
79 H 1.5541 -3.3328 1.9544
80 H 0.8281 -0.4626 3.6065
81 H 0.7542 -2.1757 3.5680

Cartesian forces (eV/Å) of the 3 atoms listed first:
N 0.526 -0.363 -0.090
C -0.709 -0.093 0.030
C 0.254 -0.123 -0.144


No. 2
The following is a DFT calculation (ωB97M-V/def2-TZVPD) of a molecular structure, C27H46BrNP2RuS.

Calculated values
- Lowest unoccupied orbital energy (spin up / spin down): -12.0247 / -15.0218 eV
- F_max: 4.7 eV/A
- Charge: +4
- Multiplicity: 5
- Energy: -4859.21117 hartree

Element x y z (Å)
1 N -5.3411 1.6415 -1.7957
2 C -5.0168 2.2787 -0.6699
3 C -3.7311 2.2421 -0.1150
4 C -2.7153 1.4983 -0.7522
5 C -3.0298 0.9749 -2.0203
6 C -4.3731 1.0191 -2.4550
7 C -1.3355 1.3947 -0.1287
8 Ru -0.1144 -0.0020 0.5695
9 P 2.9861 -0.6714 0.8519
10 C -0.1704 1.1323 -1.0056
11 C 0.8689 2.1881 -1.2226
12 C 1.7409 2.0560 -2.3319
13 C 2.8511 2.8815 -2.4689
14 C 3.1029 3.8560 -1.4912
15 C 2.1536 4.1003 -0.4908
16 C 1.0183 3.2884 -0.3769
17 Br 4.7263 4.7089 -1.3888
18 H -1.2679 2.1723 0.6444
19 H -0.3409 0.5459 -1.9134
20 H -3.5372 2.8096 0.7952
21 H -2.2814 0.5283 -2.6739
22 H -5.8195 2.8191 -0.1741
23 H -4.6549 0.5343 -3.3926
24 H 1.5661 1.2629 -3.0660
25 H 0.2529 3.5204 0.3615
26 H 3.5340 2.7674 -3.3006
27 H 2.3170 4.9191 0.2033
28 P -1.0850 -1.8217 -0.3263
29 C 3.7208 1.0120 1.0649
30 C 5.1665 1.0795 0.5852
31 H 3.6607 1.2489 2.1384
32 H 3.0791 1.7200 0.5164
33 H 5.5880 2.0591 0.8383
34 H 5.7761 0.3045 1.0684
35 H 5.2453 0.9629 -0.5025
36 C 2.5839 -0.6395 -0.9103
37 C 3.6730 -1.2739 -1.7783
38 H 2.4956 0.4187 -1.1696
39 H 1.5927 -1.1058 -1.0467
40 H 3.3385 -1.3163 -2.8232
41 H 4.5989 -0.6831 -1.7511
42 H 3.9018 -2.2911 -1.4359
43 C 1.7866 -0.6963 2.1857
44 C 2.3764 -1.3574 3.4367
45 H 0.8607 -1.2443 1.8212
46 H 1.5365 0.3656 2.3733
47 H 1.5864 -1.5859 4.1582
48 H 2.8972 -2.2853 3.1731
49 H 3.0982 -0.6864 3.9157
50 C -0.7000 -3.1236 0.9300
51 C -1.4896 -4.4256 0.8568
52 H -0.8480 -2.6306 1.9060
53 H 0.3794 -3.3246 0.8301
54 H -2.5504 -4.2845 1.0967
55 H -1.4018 -4.9048 -0.1259
56 H -1.0641 -5.1100 1.6010
57 C -0.2589 -2.4482 -1.8766
58 C -1.1013 -3.2324 -2.8820
59 H 0.5887 -3.0499 -1.5121
60 H 0.1705 -1.5733 -2.3889
61 H -1.6246 -4.0858 -2.4288
62 H -1.8345 -2.5878 -3.3843
63 H -0.4267 -3.6232 -3.6537
64 C -2.8666 -1.9920 -0.7245
65 C -3.8820 -1.5743 0.3269
66 H -3.0423 -3.0470 -0.9848
67 H -3.0136 -1.4039 -1.6427
68 H -4.8121 -1.2666 -0.1645
69 H -4.1210 -2.4021 1.0014
70 H -3.5604 -0.7232 0.9324
71 C -2.7404 0.7464 2.8633
72 S -0.9857 0.2838 2.8526
73 C -0.2305 1.9241 3.0250
74 H -3.1118 0.8412 1.8402
75 H -2.8529 1.7016 3.3894
76 H -3.2634 -0.0536 3.4046
77 H -0.9964 2.6371 3.3630
78 H 0.5744 1.8560 3.7740
79 H 0.1994 2.2261 2.0522

Cartesian forces (eV/Å) of the 3 atoms listed first:
N 4.328 -0.026 1.741
C -1.779 0.669 0.547
C 0.006 -0.631 -0.723


No. 3
The following is a DFT calculation (ωB97M-V/def2-TZVPD) of a molecular structure, C27H46F3InO15P.

Calculated values
- Lowest unoccupied orbital energy: 1.9170 eV
- Relative energy (zero: lowest compared OMol25 entry of this formula, charge and spin): 0.00 kcal per mole
- F_max: 0.6 eV/A
- Charge: -1
- Multiplicity: 1
- Energy: -3016.25276 hartree

Element x y z (Å)
1 C 3.4500 -4.0557 1.9268
2 C 3.5912 -3.1162 0.7222
3 C 2.4320 -3.1810 -0.2989
4 O 1.5905 -4.2823 -0.0962
5 C 0.2562 -3.9965 -0.5632
6 In -0.9142 -2.6898 0.7795
7 C -3.0510 -2.5724 0.2741
8 C -3.9641 -2.4116 1.4800
9 O -4.7916 -1.2596 1.3004
10 C -4.8781 -3.6120 1.7221
11 F -5.9815 -3.2879 2.4328
12 F -5.3231 -4.2105 0.5995
13 F -4.2341 -4.5670 2.4385
14 P -0.1911 -0.2065 0.5093
15 O -0.2009 0.3755 -0.8615
16 O 1.3113 0.0911 1.1411
17 O -1.1668 0.7440 1.4312
18 H 3.7788 -3.5576 2.8412
19 H 4.0745 -4.9422 1.8247
20 H 2.4122 -4.3517 2.0633
21 H 3.6459 -2.0833 1.0782
22 H 4.5259 -3.3381 0.2033
23 H 1.8478 -2.2538 -0.2456
24 H 2.8395 -3.2103 -1.3209
25 H -0.2630 -4.9538 -0.6393
26 H 0.2992 -3.5763 -1.5719
27 H -0.6432 -3.2101 2.4516
28 H -3.1912 -1.6874 -0.3467
29 H -3.2994 -3.4278 -0.3494
30 H -3.4060 -2.2737 2.4113
31 H -4.9111 -0.8522 2.1652
32 H 1.4372 -0.4401 1.9371
33 H -1.2295 0.3738 2.3222
34 O -2.0146 -3.2010 -2.6766
35 C -1.7049 -2.1950 -3.2439
36 O -0.4997 -1.6289 -3.0370
37 C -0.4117 -0.3580 -3.6835
38 C -1.4436 -0.4239 -4.8146
39 C -2.5079 -1.3343 -4.2038
40 H -0.6230 0.4081 -2.9356
41 H 0.6095 -0.2259 -4.0356
42 H -1.8113 0.5581 -5.1106
43 H -1.0073 -0.9046 -5.6895
44 H -3.2342 -0.7776 -3.6074
45 H -3.0395 -1.9565 -4.9191
46 O -3.3060 0.1705 3.3775
47 C -3.5348 1.3235 3.5969
48 O -4.7760 1.7662 3.9155
49 C -4.7860 3.2005 4.0059
50 C -3.3366 3.5984 4.2684
51 C -2.5821 2.4986 3.5268
52 H -5.1592 3.5973 3.0586
53 H -5.4702 3.4862 4.8013
54 H -3.1043 4.6061 3.9275
55 H -3.1204 3.5402 5.3318
56 H -2.4155 2.7165 2.4701
57 H -1.6279 2.2284 3.9734
58 O -1.5925 -0.7032 -7.9521
59 C -1.2226 0.3451 -8.3841
60 O 0.0108 0.8406 -8.1075
61 C 0.1590 2.1596 -8.6504
62 C -0.8705 2.2489 -9.7747
63 C -1.9776 1.3387 -9.2501
64 H -0.0365 2.8821 -7.8547
65 H 1.1877 2.2728 -8.9833
66 H -1.1846 3.2700 -9.9795
67 H -0.4525 1.8311 -10.6915
68 H -2.6836 1.8702 -8.6091
69 H -2.5319 0.8119 -10.0218
70 O 6.8567 -3.2969 1.8194
71 C 7.0719 -2.4212 1.0403
72 O 7.6686 -2.6487 -0.1610
73 C 7.8675 -1.4147 -0.8638
74 C 6.8534 -0.4422 -0.2677
75 C 6.7568 -0.9420 1.1704
76 H 8.8979 -1.0870 -0.6996
77 H 7.7232 -1.6055 -1.9245
78 H 7.1552 0.5984 -0.3658
79 H 5.8894 -0.5655 -0.7620
80 H 7.5083 -0.4939 1.8242
81 H 5.7747 -0.8152 1.6179
82 O -2.2846 4.1414 7.2687
83 C -1.2840 4.6596 6.8682
84 O -1.2631 5.9190 6.3742
85 C 0.0463 6.2347 5.8668
86 C 0.9967 5.2781 6.5821
87 C 0.1052 4.0549 6.7836
88 H 0.0402 6.0762 4.7864
89 H 0.2386 7.2853 6.0690
90 H 1.9049 5.0856 6.0159
91 H 1.2798 5.6931 7.5503
92 H 0.1277 3.3825 5.9234
93 H 0.3188 3.4858 7.6836

Cartesian forces (eV/Å) of the 3 atoms listed first:
C 0.051 0.241 0.218
C -0.117 -0.193 -0.108
C 0.047 0.086 -0.038